1.
Density functional theory data (ωB97M-V/def2-TZVPD) for a molecular structure, C2H4N6 at a distorted geometry.

Each line ends with the natural charge from an NBO analysis.
CARTESIAN COORDINATES (ANGSTROEM)
C: -0.1851 -0.3618 -0.9726  0.489
C: 1.5161 0.9053 1.9500  -0.055
H: 1.5989 0.0418 -1.8857  0.422
H: 0.5727 -1.6021 -2.8054  0.462
H: 2.5528 1.0306 2.3442  0.197
H: 0.7502 1.2087 2.7615  0.232
N: 0.7840 -0.6022 -1.9773  -0.872
N: -1.5535 -0.6434 -1.0007  -0.366
N: -1.9917 -0.2236 0.2917  -0.008
N: -0.9420 0.3596 0.8447  -0.141
N: 0.2236 0.2438 0.1066  -0.152
N: 1.5568 0.3030 0.8379  -0.208

The value obtained for the energy above the lowest of the compared OMol25 structures with the same formula, charge and spin is 102.7 kcal per mole. The value obtained for the total energy is -406.95325 Ha. The highest occupied orbital energy comes out at -0.3352 hartree. The value obtained for the largest force on an atom is 0.122 hartree/bohr. As for the net charge: 0. The LUMO energy comes out at -0.001 eV.

***

2.
Density functional theory data (ωB97M-V/def2-TZVPD) for a molecular structure, C7H13ClI2IrN2OP at a distorted geometry.

Each line ends with the natural charge from an NBO analysis.
CARTESIAN COORDINATES (ANGSTROEM)
I: 2.0819 -2.1417 -0.1638  0.376
I: -1.9478 -2.1618 -0.4915  0.395
Ir: -0.0519 -0.4758 0.1955  0.349
P: 0.0965 0.3276 -1.9249  1.152
C: -1.5366 0.6294 -2.7054  -0.962
C: 0.7790 2.0322 -2.0604  -0.938
H: 2.0096 -0.8900 -2.6948  0.260
H: 1.1935 -0.0552 -4.0588  0.287
H: 0.5033 -1.5557 -3.3595  0.258
C: 1.0421 -0.6320 -3.1363  -0.972
H: 1.7872 2.0553 -1.6356  0.276
H: 0.7802 2.3709 -3.1032  0.273
H: -1.3915 0.9168 -3.7543  0.281
H: -2.0573 1.4524 -2.1978  0.263
H: 0.1406 2.7005 -1.4729  0.258
H: -2.1614 -0.2698 -2.6748  0.247
C: -1.4273 0.7620 0.5789  0.584
O: -2.2728 1.4894 0.9002  -0.352
Cl: 1.6399 1.1851 0.7836  -0.323
N: 0.0492 -1.8763 2.9852  -0.310
C: 0.1894 -1.6329 4.3054  0.045
C: 0.1815 -0.2475 4.4576  -0.286
C: -0.0077 0.2890 3.1762  0.015
N: -0.0498 -0.7335 2.2844  -0.417
H: -0.0123 -2.7824 2.5265  0.437
H: 0.2284 -2.4340 5.0265  0.269
H: 0.2726 0.3512 5.3444  0.279
H: -0.0585 1.3270 2.8696  0.257

The spin multiplicity is 5. The value obtained for the energy above the lowest of the compared OMol25 structures with the same formula, charge and spin is 18.0 kcal per mole. The value obtained for the total energy is -1959.88823 Ha. The expectation value of S² is 6.0222. The highest occupied orbital energy (spin up / spin down) comes out at -0.5315 / -0.6049 hartree. The value obtained for the largest force on an atom is 0.116 hartree/bohr. As for the net charge: +2. The LUMO energy (spin up / spin down) comes out at -7.359 / -11.153 eV.

***

3.
Density functional theory data (ωB97M-V/def2-TZVPD) for a single C22H23FN2O4S2 molecule at a distorted geometry.

Each line ends with the natural charge from an NBO analysis.
CARTESIAN COORDINATES (ANGSTROEM)
C: 7.0555 1.6978 -0.3832  -0.636
C: 5.7584 1.1146 0.0813  0.026
C: 5.1497 0.0978 -0.6526  -0.222
C: 3.9564 -0.4588 -0.2333  -0.124
C: 3.3696 0.0043 0.9303  -0.388
S: 1.7822 -0.6631 1.3936  2.337
O: 1.7398 -2.0605 1.1037  -0.918
O: 1.4439 -0.2327 2.7242  -0.959
N: 0.7234 0.1280 0.3596  -0.706
C: 0.4876 1.5279 0.6497  -0.315
C: -0.9148 1.7074 1.2541  0.677
O: -1.7356 2.4600 0.7689  -0.636
N: -1.1138 0.9689 2.3546  -0.623
C: -2.4155 0.8622 2.9683  -0.246
C: -3.2279 -0.2931 2.3634  -0.548
S: -4.9519 0.1850 2.0352  0.181
C: -4.6921 1.1416 0.4812  -0.580
C: -4.4893 0.2461 -0.6755  0.268
C: -5.3766 -0.3077 -1.5536  -0.303
C: -4.6121 -1.0954 -2.4467  -0.310
C: -3.3198 -0.9688 -2.0445  0.076
O: -3.2336 -0.1644 -0.9708  -0.412
C: 0.6636 -0.3621 -0.9567  0.184
C: 1.1633 0.3497 -2.0450  -0.223
C: 1.1173 -0.1924 -3.3159  -0.283
C: 0.5902 -1.4595 -3.4854  0.402
F: 0.5580 -1.9956 -4.7228  -0.321
C: 0.0989 -2.1911 -2.4185  -0.293
C: 0.1269 -1.6322 -1.1544  -0.186
C: 3.9525 1.0086 1.6766  -0.172
C: 5.1494 1.5593 1.2495  -0.221
H: 7.3357 2.5593 0.2164  0.219
H: 6.9859 2.0010 -1.4262  0.225
H: 7.8465 0.9525 -0.3083  0.228
H: 5.6191 -0.2580 -1.5576  0.217
H: 3.4775 -1.2543 -0.7818  0.232
H: 0.5435 2.1408 -0.2509  0.232
H: 1.2329 1.8740 1.3704  0.230
H: -0.3626 0.3687 2.6763  0.429
H: -2.9355 1.8083 2.7909  0.229
H: -2.2935 0.7282 4.0437  0.208
H: -2.7954 -0.5993 1.4105  0.232
H: -3.2716 -1.1533 3.0282  0.229
H: -5.5964 1.7328 0.3586  0.243
H: -3.8254 1.7875 0.6289  0.274
H: -6.4379 -0.1676 -1.5600  0.225
H: -4.9765 -1.6724 -3.2717  0.226
H: -2.4035 -1.3776 -2.4207  0.202
H: 1.5998 1.3271 -1.9071  0.221
H: 1.4951 0.3506 -4.1676  0.234
H: -0.3037 -3.1781 -2.5840  0.238
H: -0.2492 -2.1799 -0.3070  0.243
H: 3.4757 1.3321 2.5887  0.240
H: 5.6145 2.3412 1.8312  0.219

The value obtained for the energy above the lowest of the compared OMol25 structures with the same formula, charge and spin is 20.2 kcal per mole. Its SMILES is Cc1ccc(S(=O)(=O)N(CC(=O)NCCSCc2ccco2)c2ccc(F)cc2)cc1. The value obtained for the total energy is -2158.84439 Ha. The highest occupied orbital energy comes out at -0.2943 hartree. The value obtained for the largest force on an atom is 0.024 hartree/bohr. As for the net charge: 0. The LUMO energy comes out at 0.416 eV.

***

4.
Density functional theory data (ωB97M-V/def2-TZVPD) for 2 unconnected molecules or ions with the total composition CF2N4O6 at a distorted geometry.

Each line ends with the natural charge from an NBO analysis.
CARTESIAN COORDINATES (ANGSTROEM)
C: 0.1471 0.0960 0.2341  0.277
N: -1.5701 -0.6182 -1.2508  0.435
N: 0.2388 1.5893 0.2702  0.495
N: 0.9590 -0.5522 -0.8804  0.491
N: 0.4347 -0.5166 1.5130  0.455
O: -0.6850 2.2127 0.6540  -0.291
O: 1.1805 0.1141 -1.8512  -0.304
O: 0.2466 -1.6779 1.6948  -0.270
O: 1.2795 1.9361 -0.2428  -0.298
O: 1.4028 -1.6376 -0.6026  -0.324
O: 0.9473 0.3153 2.2547  -0.333
F: -2.1559 -1.6421 -0.7138  -0.155
F: -2.4253 0.3809 -1.0791  -0.179

The value obtained for the energy above the lowest of the compared OMol25 structures with the same formula, charge and spin is 32.8 kcal per mole. The value obtained for the total energy is -907.72792 Ha. The highest occupied orbital energy (spin up / spin down) comes out at -0.4334 / -0.4273 hartree. The value obtained for the largest force on an atom is 0.057 hartree/bohr. As for the net charge: 0. The LUMO energy (spin up / spin down) comes out at -3.605 / -2.155 eV.